P:
Entry from the Open Molecules 2025 dataset: 2 unconnected molecules or ions with the total composition C16H17N (wB97M-V/def2-TZVPD).

Structure (XYZ):
```
34
Properties=species:S:1:pos:R:3:nbo_charge:R:1
N -0.51 -0.19 -4.88 -0.549
C 0.45 -1.17 -4.59 -0.038
C -1.57 -0.07 4.10 -0.240
C -1.14 1.31 -1.01 -0.252
C -0.75 0.67 4.90 -0.182
C 0.29 -0.90 2.96 -0.207
C -0.09 0.46 -1.33 -0.168
C 1.07 0.25 3.49 0.034
C -0.07 -0.07 -2.65 -0.137
C 0.76 -1.12 -3.24 -0.058
C 2.36 0.58 2.87 -0.641
C -1.95 1.85 -2.12 -0.202
C -1.92 1.42 -3.47 -0.244
C -1.04 -0.84 3.09 -0.217
C -0.86 0.44 -3.62 0.155
C 1.40 -2.21 -2.42 -0.622
C 0.54 0.91 4.60 -0.256
H 2.90 1.29 3.47 0.220
H 0.88 -2.28 -1.46 0.216
H 2.80 -0.34 2.58 0.221
H 0.66 -1.86 -5.34 0.205
H -2.64 -0.11 4.21 0.213
H 1.06 1.68 5.10 0.212
H 1.17 -3.10 -3.02 0.216
H -0.62 0.33 -5.66 0.391
H 0.73 -0.03 -0.60 0.218
H -2.71 2.54 -1.87 0.204
H 0.87 -1.60 2.32 0.205
H -1.73 -1.29 2.50 0.212
H -1.15 1.15 5.91 0.204
H 2.21 1.12 1.92 0.221
H 2.38 -2.14 -2.39 0.209
H -2.59 1.65 -4.35 0.233
H -1.21 1.68 0.00 0.223
```

- Highest occupied orbital energy: -7.857 eV
- Multiplicity: 1
- SMILES: Cc1c[nH]c2ccccc12.Cc1ccccc1
- M: 223.3 Da

=====

Q:
Entry from the Open Molecules 2025 dataset: 2 unconnected molecules or ions with the total composition C16H17N (wB97M-V/def2-TZVPD).

Structure (XYZ):
```
34
Properties=species:S:1:pos:R:3:nbo_charge:R:1
N -1.20 -3.37 2.09 -0.527
C -2.55 -2.04 0.78 -0.093
C -0.37 -2.64 1.28 0.115
C 1.02 -2.66 1.12 -0.215
C -0.15 4.50 -1.96 -0.628
C -0.57 -1.16 -0.70 -0.201
C 0.76 -1.34 -0.83 -0.225
C -3.74 -1.12 0.55 -0.644
C 1.64 -1.99 0.04 -0.243
C 1.95 2.69 0.62 -0.212
C 2.49 1.63 -0.19 -0.213
C 0.68 3.57 -1.25 -0.048
C 1.09 3.64 0.05 -0.207
C 1.34 2.60 -2.04 -0.195
C -1.19 -1.83 0.40 -0.070
C -2.53 -2.99 1.84 -0.029
C 2.18 1.59 -1.58 -0.218
H 1.66 -3.19 1.81 0.203
H 0.85 4.45 0.77 0.207
H -1.13 -0.51 -1.30 0.215
H -3.36 -3.29 2.44 0.211
H 0.28 5.48 -2.17 0.227
H 2.55 0.69 -2.10 0.220
H 0.97 2.61 -3.01 0.195
H -3.48 -0.26 -0.07 0.221
H -0.80 -4.07 2.73 0.418
H -0.58 4.04 -2.91 0.213
H 2.94 0.69 0.26 0.222
H 1.30 -0.95 -1.71 0.201
H 1.99 2.80 1.74 0.218
H 2.67 -2.30 -0.22 0.222
H -1.04 4.81 -1.42 0.220
H -4.10 -0.83 1.59 0.218
H -4.73 -1.38 0.14 0.224
```

- Highest occupied orbital energy: -7.693 eV
- Multiplicity: 1
- SMILES: Cc1c[nH]c2ccccc12.Cc1ccccc1
- M: 223.3 Da

=====

Q wins, 95.3 kJ/mol ahead of the next structure.